A structure of composition C26H24LiN3S2, computed with ωB97M-V/def2-TZVPD.

Last column: Löwdin charge in e.
Geometry (Å):
Li: -0.13 0.38 -0.11  0.451
S: -0.54 -1.94 -0.31  0.696
C: 0.66 -2.34 -1.40  -0.689
N: 0.50 -3.31 -2.30  -0.092
C: 1.60 -3.70 -3.19  -0.102
C: 2.89 -3.59 -2.43  -0.102
N: 3.02 -2.21 -1.99  -0.123
C: 4.36 -1.63 -2.09  -0.128
C: 5.33 -2.23 -1.08  -0.206
C: 4.90 -2.59 0.19  -0.036
C: 5.81 -3.10 1.11  -0.070
C: 7.15 -3.25 0.77  -0.085
C: 7.57 -2.89 -0.50  -0.079
C: 6.66 -2.38 -1.42  -0.043
C: 1.99 -1.59 -1.40  -0.706
S: 2.15 -0.10 -0.69  0.710
C: -0.68 -4.19 -2.34  -0.116
C: -0.43 -5.50 -1.63  -0.209
C: -0.46 -5.58 -0.24  -0.035
C: -0.18 -6.78 0.40  -0.070
C: 0.12 -7.92 -0.34  -0.083
C: 0.15 -7.85 -1.73  -0.078
C: -0.13 -6.65 -2.37  -0.056
H: 1.62 -3.04 -4.06  0.145
H: 1.43 -4.72 -3.52  0.120
H: 3.73 -3.84 -3.06  0.138
H: 2.88 -4.28 -1.58  0.145
H: 4.28 -0.56 -1.95  0.084
H: 4.72 -1.82 -3.10  0.130
H: 3.86 -2.46 0.48  0.107
H: 5.47 -3.38 2.11  0.107
H: 7.85 -3.65 1.48  0.104
H: 8.61 -3.01 -0.78  0.105
H: 7.00 -2.11 -2.42  0.114
H: -0.90 -4.38 -3.39  0.131
H: -1.52 -3.65 -1.91  0.085
H: -0.71 -4.70 0.34  0.082
H: -0.22 -6.83 1.48  0.107
H: 0.33 -8.85 0.16  0.105
H: 0.37 -8.73 -2.31  0.105
H: -0.13 -6.61 -3.45  0.111
C: -1.02 1.99 -1.10  -0.200
C: -1.91 2.51 -0.11  -0.380
C: -3.32 2.31 -0.17  -0.069
C: -4.16 2.79 0.80  -0.060
C: -3.67 3.50 1.91  -0.275
C: -2.29 3.69 2.00  -0.062
C: -1.44 3.21 1.03  -0.077
C: -4.56 4.02 2.90  -0.221
N: -5.28 4.44 3.70  0.114
H: -0.04 2.47 -1.18  0.013
H: -1.45 1.69 -2.06  0.020
H: -3.72 1.76 -1.01  0.102
H: -5.23 2.63 0.72  0.111
H: -1.89 4.24 2.85  0.111
H: -0.37 3.38 1.13  0.100

The electronic energy comes out at -53697.295 eV. Its multiplicity is 1. The energy above the lowest of the compared OMol25 structures with the same formula, charge and spin is 0.0 kcal per mole. As for the HOMO-LUMO gap: 4.2 eV.